7
Properties=species:S:1:pos:R:3:forces:R:3:mulliken_charge:R:1 method="wB97M-V/def2-TZVPD" multiplicity=1 e_above_lowest_ev=3.2125 smiles="N=[SiH2].I" lumo_ev=-0.52 energy_ev=-17531.1684
N 0.136 -0.646 0.124 1.6 -1.1 0.5 -0.51
Si 1.009 0.633 0.583 -2.4 0.5 1.0 0.40
H 0.631 -1.581 -0.005 -0.9 1.8 -0.2 0.23
H 0.447 1.826 1.357 -0.5 -0.9 -0.7 -0.06
H 2.301 1.149 0.552 2.3 -0.3 -0.5 -0.07
I -2.934 -0.743 -1.675 -1.8 -0.1 -1.0 -0.13
H -1.590 -0.637 -0.937 1.7 0.1 1.0 0.14

7
Properties=species:S:1:pos:R:3:forces:R:3:mulliken_charge:R:1 method="wB97M-V/def2-TZVPD" charge=+4 multiplicity=2 e_above_lowest_ev=2.1981 lumo_ev="-28.53 / -28.51" energy_ev=-9261.9534
In 2.073 0.013 0.483 1.2 -1.0 -0.9 2.19
O -0.475 0.993 1.617 1.7 -0.9 -0.7 0.07
H -1.378 0.845 1.335 -3.2 -0.8 -0.9 0.48
H -0.533 1.721 2.236 -0.1 2.6 2.5 0.49
O 0.158 -0.929 -1.605 0.6 2.8 1.9 -0.17
H 0.627 -0.993 -2.437 1.4 -0.2 -2.3 0.48
H -0.471 -1.650 -1.628 -1.6 -2.5 0.4 0.47